Record 1
Molecular formula: C6H10N3
Method: DFT, wB97M-V/def2-TZVPD

Values from the calculation:
SMILES = C=C=[N+]=N[C@H]1CCCN1
ΔE to the lowest compared entry with this formula, charge and spin = 135.61 kcal/mol
charge = +1

Structure (XYZ):
```
19
Properties=species:S:1:pos:R:3:nbo_charge:R:1
C 3.7390 -0.8337 -0.2422 -0.312
C 2.7735 -0.0763 0.0902 0.306
N 2.0693 0.8993 0.0253 0.031
N 1.0856 1.6030 -0.0298 0.060
C -0.1417 1.2971 0.5475 0.024
C -1.3308 1.4716 -0.4291 -0.413
C -1.7721 0.0554 -0.6141 -0.424
C -0.4666 -0.7743 -0.1135 -0.240
N -0.0055 -0.0259 1.0223 -0.619
H 3.8755 -1.7681 0.2507 0.271
H 4.4903 -0.5737 -1.1009 0.299
H -0.2687 1.9983 1.4413 0.283
H -1.0446 2.0162 -1.2775 0.241
H -2.0714 1.9792 0.0945 0.234
H -2.6612 -0.0995 0.0392 0.229
H -1.8039 -0.1537 -1.6579 0.241
H -0.8565 -1.8064 0.0548 0.239
H 0.3226 -0.7910 -0.8193 0.175
H -0.8296 -0.1376 1.6473 0.376
```



Record 2
Molecular formula: C4H8O3
Method: DFT, wB97M-V/def2-TZVPD

Values from the calculation:
SMILES = C[C@@H](O)[C@@H](O)C=O
ΔE to the lowest compared entry with this formula, charge and spin = 53.12 kcal/mol

Structure (XYZ):
```
15
Properties=species:S:1:pos:R:3:nbo_charge:R:1
C 1.3613 -0.9031 -0.4056 -0.637
C 0.6723 0.2030 0.3856 0.124
O 1.5454 1.2847 0.5438 -0.703
C -0.7492 0.6223 0.0425 -0.055
O -1.0203 1.2138 -1.1887 -0.699
C -1.5255 -0.6559 0.2551 0.434
O -2.4457 -0.9441 -0.4739 -0.523
H 2.1462 -1.2668 0.2628 0.221
H 0.6597 -1.7236 -0.5903 0.210
H 1.8312 -0.6184 -1.3520 0.230
H 0.4182 -0.3542 1.4009 0.134
H 1.0409 2.1063 0.4908 0.477
H -1.0310 1.2931 0.8820 0.176
H -1.9204 0.9208 -1.4221 0.489
H -0.9832 -1.1779 1.1693 0.121
```



Record 3
Molecular formula: S2
Method: DFT, wB97M-V/def2-TZVPD

Values from the calculation:
ΔE to the lowest compared entry with this formula, charge and spin = 43.59 kcal/mol

Structure (XYZ):
```
2
Properties=species:S:1:pos:R:3:nbo_charge:R:1
S 0.0000 0.0000 1.1703 0.000
S 0.0000 0.0000 -1.1703 0.000
```



Record 4
Molecular formula: C4H9NO
Method: DFT, wB97M-V/def2-TZVPD

Values from the calculation:
ΔE to the lowest compared entry with this formula, charge and spin = 82.41 kcal/mol

Structure (XYZ):
```
15
Properties=species:S:1:pos:R:3:nbo_charge:R:1
C -1.3638 0.2561 1.2882 -0.257
C -1.0342 -0.6664 -1.6754 -0.510
N 0.1378 -0.2291 -1.1730 -0.407
C 0.5912 -0.1727 0.0662 0.366
O -0.2288 -0.5826 1.0725 -0.519
C 1.9455 0.3361 0.4249 -0.657
H -2.1990 -0.0249 0.6391 0.185
H -1.1107 1.3045 1.0931 0.174
H -1.6502 0.1351 2.3343 0.191
H -1.6572 -1.2861 -1.0491 0.190
H -1.1427 -0.6447 -2.7481 0.189
H 0.7743 0.1683 -1.8546 0.409
H 2.5500 0.5438 -0.4651 0.210
H 2.4935 -0.3983 1.0289 0.224
H 1.8943 1.2608 1.0181 0.212
```



Record 5
Molecular formula: C19H25N7NaO4S2
Method: DFT, wB97M-V/def2-TZVPD

Values from the calculation:
ΔE to the lowest compared entry with this formula, charge and spin = 28.61 kcal/mol
charge = -1

Structure (XYZ):
```
58
Properties=species:S:1:pos:R:3:nbo_charge:R:1
Na -0.2522 0.0865 0.0415 0.847
N -1.2340 -1.5584 -1.9271 -0.840
C -2.0868 -2.3350 -1.0567 -0.233
C -1.2020 -3.2246 -0.1822 -0.210
N -0.4151 -2.4237 0.7184 -0.669
C -0.7256 -2.4299 2.1241 -0.213
C -1.2257 -1.0566 2.5808 -0.237
N -0.1460 -0.1010 2.4756 -0.885
H -1.7422 -0.7808 -2.3213 0.374
H -0.8774 -2.1280 -2.6862 0.352
H -2.8207 -2.9598 -1.6014 0.149
H -2.6231 -1.6380 -0.4172 0.224
H -0.5470 -3.8007 -0.8474 0.174
H -1.8353 -3.9335 0.3702 0.173
H 0.5698 -2.4860 0.5391 0.385
H 0.1698 -2.6796 2.7110 0.176
H -1.4951 -3.1833 2.3421 0.173
H -1.6310 -1.1424 3.6058 0.153
H -2.0197 -0.7371 1.9111 0.223
H 0.4692 -0.1846 3.2788 0.355
H -0.5079 0.8486 2.4759 0.410
O 2.9514 1.5126 -2.5398 -0.669
C 1.8544 0.8012 -2.8201 0.786
O 1.8848 -0.3812 -3.0389 -0.587
C 0.6268 1.6448 -2.8464 0.089
C 0.4799 2.7040 -3.7332 -0.237
C -0.7210 3.4018 -3.7205 -0.181
C -1.7089 2.9997 -2.8447 -0.213
C -1.4541 1.9409 -1.9726 0.116
N -0.3064 1.2865 -1.9781 -0.437
C -2.5587 1.4111 -1.0157 0.740
O -3.7120 1.6392 -1.3811 -0.714
O -2.1500 0.7825 -0.0275 -0.805
H 3.6951 0.9095 -2.3867 0.497
H 1.2736 2.9596 -4.4175 0.217
H -0.8808 4.2345 -4.3932 0.210
H -2.6810 3.4643 -2.8063 0.243
C 0.7105 5.3759 -0.6886 -0.737
S 1.4998 5.4635 0.9464 0.155
C 1.1455 3.7330 1.4184 -0.081
S -0.2060 3.3812 2.3256 -0.352
N 2.0970 2.9485 1.0788 -0.353
N 2.1444 1.6834 0.8613 -0.140
C 3.0571 0.9537 1.4121 -0.100
C 3.2608 -0.4030 1.0246 0.184
C 4.2233 -1.1844 1.6988 -0.258
C 4.4320 -2.4847 1.3065 -0.174
C 3.6871 -2.9922 0.2447 -0.307
C 2.7589 -2.1538 -0.3550 0.038
N 2.5399 -0.9096 0.0159 -0.451
H 0.5994 6.3950 -1.0472 0.210
H -0.2639 4.9056 -0.5807 0.230
H 1.3408 4.7984 -1.3624 0.209
H 3.7083 1.3497 2.1987 0.162
H 4.7858 -0.7441 2.5111 0.211
H 5.1696 -3.1014 1.8050 0.206
H 3.8312 -4.0022 -0.1074 0.210
H 2.1639 -2.4862 -1.1945 0.202
```



Record 6
Molecular formula: C3H5NO2S
Method: DFT, wB97M-V/def2-TZVPD

Values from the calculation:
SMILES = N[C@@H](C[S-])C(=O)[O-]
ΔE to the lowest compared entry with this formula, charge and spin = 10.35 kcal/mol
charge = -2

Structure (XYZ):
```
12
Properties=species:S:1:pos:R:3:nbo_charge:R:1
N 1.1659 0.2858 0.9815 -0.880
C 0.1086 -0.4857 0.2476 -0.176
C -1.1529 0.3278 0.1017 -0.516
S -1.9554 1.0854 1.6021 -0.819
C 0.7056 -0.7493 -1.1883 0.765
O 0.7322 -1.9537 -1.5836 -0.820
O 1.1082 0.2426 -1.8511 -0.821
H 0.6397 0.8971 1.6221 0.361
H 1.5085 0.9417 0.2867 0.354
H 0.0297 -1.4651 0.7133 0.176
H -0.9400 1.1423 -0.5850 0.195
H -1.9501 -0.2689 -0.3470 0.180
```



Record 7
Molecular formula: C3H14NPTa
Method: DFT, wB97M-V/def2-TZVPD

Values from the calculation:
ΔE to the lowest compared entry with this formula, charge and spin = 9.38 kcal/mol
charge = -1

Structure (XYZ):
```
20
Properties=species:S:1:pos:R:3:nbo_charge:R:1
C 1.9879 -0.6421 0.9067 -0.612
C 2.0902 0.2040 -0.3580 -0.390
C 0.7657 0.5123 -1.0742 -1.029
Ta -1.0276 1.3166 0.0945 1.894
P -1.9427 -1.1304 0.3900 0.636
N -1.8203 -1.8549 -1.0518 -1.344
H 1.8301 -0.0187 1.7753 0.213
H 1.1710 -1.3461 0.8282 0.207
H 2.9101 -1.1969 1.0544 0.186
H 2.7232 -0.3499 -1.0524 0.171
H 2.6202 1.1290 -0.1666 0.184
H 0.4208 -0.3512 -1.6366 0.255
H 0.9558 1.2902 -1.8152 0.224
H -1.9896 1.4584 -1.5081 -0.460
H -2.6111 1.7721 0.9794 -0.435
H -0.2221 1.2989 1.7611 -0.474
H -0.6289 3.1187 -0.0046 -0.412
H -1.2316 -1.9001 1.3605 -0.096
H -3.2661 -1.1622 0.8949 -0.062
H -2.7348 -2.1479 -1.3775 0.346
```



Values of frontier orbital gap, in order: 7.77, 10.73, 5.61, 7.13, 6.13, 5.63, 6.69, all in eV.
Values of calculated total energy, in order: -398.45020, -382.88017, -796.25150, -287.70112, -2382.07287, -720.73007, -575.59953, all in Ha.